Entry from the Open Molecules 2025 dataset: an isolated molecule of C5H8N2 at a distorted geometry (ωB97M-V/def2-TZVPD).

Each line ends with the natural charge from an NBO analysis.
CARTESIAN COORDINATES (ANGSTROEM)
C1 1.13387 1.20275 1.40757  -0.61
C2 0.58527 1.31169 -0.09375  -0.43
C3 -0.06300 0.07310 -0.62499  0.09
C4 -0.78074 -0.72906 0.28000  -0.10
N1 -1.36063 -1.75271 -0.42446  -0.55
C5 -0.69617 -1.61973 -1.73695  0.15
N2 -0.01210 -0.47856 -1.88524  -0.43
H1 2.05336 1.85754 1.59820  0.21
H2 1.28129 0.14570 1.56977  0.21
H3 0.48840 1.54558 2.17290  0.20
H4 -0.08780 2.20033 -0.14002  0.21
H5 1.38941 1.68127 -0.60655  0.22
H6 -1.04674 -0.56571 1.23600  0.20
H7 -2.01598 -2.54733 -0.25637  0.43
H8 -0.86844 -2.32485 -2.49611  0.19

Forces on atoms 1 to 6 (eV/Å):
C 0.8 0.6 -1.4
C -1.3 1.2 2.3
C -0.4 -0.8 2.3
C 0.0 0.3 -3.8
N 2.4 -0.6 -4.1
C -1.4 1.7 2.1

Properties
- M (u) = 96.1
- charge = 0
- HOMO (eV) = -8.23
- orbital gap (eV) = 9.16
- energy above the lowest of the compared OMol25 structures with the same formula, charge and spin (kcal/mol) = 29.6

=====

Entry from the Open Molecules 2025 dataset: an isolated molecule of C5H8N2 (ωB97M-V/def2-TZVPD).

Each line ends with the natural charge from an NBO analysis.
CARTESIAN COORDINATES (ANGSTROEM)
C1 1.41091 2.08884 -0.37723  -0.49
N1 0.85730 1.02569 0.36517  -0.07
C2 -0.30428 0.60176 -0.30459  -0.32
C3 -0.46223 -0.76633 0.13005  -0.05
C4 -1.51302 -1.73745 -0.29667  -0.63
C5 0.49921 -0.90465 1.10956  -0.08
N2 1.32565 0.17875 1.23071  -0.20
H1 0.11789 1.45843 -1.20961  0.29
H2 1.97140 1.71825 -1.23346  0.20
H3 1.95610 2.83029 0.20658  0.20
H4 -1.16286 1.25433 -0.11841  0.27
H5 -1.53082 -2.61488 0.35564  0.22
H6 -1.33411 -2.08485 -1.32033  0.23
H7 -2.51043 -1.28299 -0.28136  0.22
H8 0.67930 -1.76518 1.74393  0.21

Forces on atoms 1 to 6 (eV/Å):
C 0.3 0.1 0.1
N -0.1 0.0 -0.1
C 0.0 -0.2 0.2
C 0.0 0.0 0.0
C 0.0 -0.1 0.0
C -0.1 -0.2 0.0

Properties
- M (u) = 96.1
- charge = 0
- HOMO (alpha / beta) (eV) = -7.80 / -7.80
- orbital gap (alpha / beta) (eV) = 7.88 / 7.89
- energy above the lowest of the compared OMol25 structures with the same formula, charge and spin (kcal/mol) = 116.3